45
Properties=species:S:1:pos:R:3 method="wB97M-V/def2-TZVPD" relative_energy_kj_mol=0.0 multiplicity=2 homo_lumo_gap_ev="7.706 / 4.669" e_homo_ev="-10.833 / -10.833" total_charge=+1 s2=0.75 e_tot_ha=-2026.05840
K -1.42 -2.07 -0.28
C -4.70 -0.28 -0.58
O -4.47 -0.83 0.72
O -3.77 -0.86 -1.47
C -6.28 -0.14 -0.84
F -7.00 0.35 0.15
F -6.48 0.75 -1.83
F -6.86 -1.31 -1.17
C -5.12 -2.05 1.10
C -4.65 -2.21 2.50
H -3.61 -2.48 2.38
H -4.66 -1.32 3.13
H -5.10 -3.10 2.94
H -4.86 -2.91 0.48
H -6.19 -1.84 1.15
H -4.36 0.72 -0.34
O 0.79 -0.64 0.07
P 2.01 0.17 -0.22
N 2.18 1.54 0.81
C 1.39 1.62 2.02
C 3.29 2.38 0.73
N 2.13 0.86 -1.82
C 2.05 -0.12 -2.92
C 1.63 2.16 -2.25
N 3.54 -0.66 0.05
C 4.77 -0.24 -0.65
C 3.79 -1.45 1.29
H 1.10 2.67 2.15
H 1.92 1.44 2.95
H 0.52 0.98 1.95
H 3.50 2.63 -0.31
H 4.22 1.94 1.09
H 3.17 3.31 1.28
H 1.15 -0.73 -2.92
H 2.30 0.30 -3.89
H 2.92 -0.78 -2.87
H 0.57 2.02 -2.47
H 1.78 2.93 -1.49
H 2.03 2.44 -3.23
H 4.58 0.09 -1.67
H 5.11 0.59 -0.04
H 5.51 -1.04 -0.65
H 3.12 -2.30 1.45
H 3.63 -0.75 2.10
H 4.81 -1.80 1.43

=====

27
Properties=species:S:1:pos:R:3 method="wB97M-V/def2-TZVPD" relative_energy_kj_mol=152.2 smiles="N[C@@H](Cc1c[nH]c2ccccc12)C(=O)O" homo_lumo_gap_ev=8.806 e_homo_ev=-8.047 e_tot_ha=-686.34591
N -2.90 1.21 0.68
C -2.60 0.25 -0.35
C -1.33 0.57 -1.32
C -0.09 0.86 -0.56
C 0.41 2.05 -0.19
N 1.67 2.01 0.37
C 2.06 0.63 0.27
C 3.21 -0.01 0.79
C 3.36 -1.31 0.32
C 2.26 -2.08 -0.24
C 1.09 -1.43 -0.60
C 1.04 -0.07 -0.35
C -2.35 -1.10 0.25
O -2.29 -2.15 -0.38
O -2.34 -1.09 1.64
H -3.51 0.97 1.44
H -2.12 1.80 1.02
H -3.30 0.09 -1.13
H -1.65 1.55 -1.71
H -1.34 -0.19 -2.11
H -0.05 3.00 -0.39
H 2.05 2.89 0.70
H 4.09 0.51 1.13
H 4.20 -1.88 0.71
H 2.36 -3.12 -0.57
H 0.33 -1.85 -1.26
H -2.26 -2.07 1.86

=====

70
Properties=species:S:1:pos:R:3 method="wB97M-V/def2-TZVPD" relative_energy_kj_mol=151.5 multiplicity=2 homo_lumo_gap_ev="7.718 / 6.654" e_homo_ev="-9.656 / -10.329" total_charge=+1 s2=0.77 e_tot_ha=-4037.66362
Ru 0.22 0.24 -0.11
C -4.54 1.16 0.40
N -3.79 0.60 1.52
C -4.40 0.76 2.84
C -2.57 0.11 1.33
O -2.07 0.00 0.20
C -1.81 -0.39 2.56
O -0.44 -0.44 2.24
C 0.30 -1.59 2.57
C 0.49 -2.46 1.32
O 0.04 -2.09 0.23
N 1.13 -3.62 1.48
C 1.27 -4.54 0.35
C 1.72 -4.06 2.73
H -5.53 0.72 0.36
H -4.63 2.24 0.52
H -4.01 0.95 -0.52
H -5.48 0.74 2.73
H -4.12 -0.04 3.51
H -4.12 1.72 3.29
H -1.94 0.29 3.40
H -2.20 -1.38 2.83
H 1.28 -1.23 2.91
H -0.17 -2.16 3.36
H 0.71 -4.15 -0.49
H 2.32 -4.65 0.08
H 0.88 -5.52 0.63
H 1.90 -3.23 3.41
H 1.10 -4.80 3.23
H 2.69 -4.53 2.51
C 3.64 -1.01 0.71
P 2.69 0.04 -0.43
C 3.69 1.57 -0.48
C 2.99 -0.66 -2.09
C 4.24 -1.13 -2.48
C 4.46 -1.60 -3.76
C 3.42 -1.60 -4.68
C 2.17 -1.13 -4.31
C 1.94 -0.66 -3.01
P 0.29 -0.05 -2.51
C -0.88 -1.16 -3.36
C 0.11 1.52 -3.41
H 4.71 -0.97 0.50
H 3.29 -2.04 0.64
H 3.47 -0.63 1.72
H 4.63 1.38 -0.98
H 3.87 1.90 0.55
H 3.14 2.35 -1.00
H 5.06 -1.12 -1.77
H 5.43 -1.97 -4.05
H 3.58 -1.95 -5.69
H 1.37 -1.12 -5.03
H -0.79 -1.08 -4.44
H -1.89 -0.86 -3.06
H -0.71 -2.18 -3.04
H 0.36 1.39 -4.47
H 0.76 2.27 -2.97
H -0.92 1.85 -3.31
Cl 2.97 5.83 3.43
C 2.10 4.81 2.37
C 1.27 5.40 1.36
Cl 1.19 7.10 1.23
C 0.54 4.60 0.50
Cl -0.45 5.29 -0.73
C 0.60 3.18 0.59
O -0.07 2.44 -0.20
C 1.46 2.58 1.62
O 1.53 1.33 1.67
C 2.19 3.45 2.47
Cl 3.22 2.71 3.65

=====

10
Properties=species:S:1:pos:R:3 method="wB97M-V/def2-TZVPD" relative_energy_kj_mol=425.9 homo_lumo_gap_ev="9.075 / 9.202" e_homo_ev="-8.734 / -8.792" e_tot_ha=-490.78849
C -1.02 1.19 0.70
C -0.26 0.30 1.23
C 0.54 -1.10 -0.72
O 0.53 -0.24 -1.76
F 0.25 -0.16 2.34
F -0.27 -2.14 -0.83
F 1.80 -1.54 -0.28
H -1.59 1.92 1.26
H -1.06 1.23 -0.37
H 1.07 0.54 -1.57

=====

88
Properties=species:S:1:pos:R:3 method="wB97M-V/def2-TZVPD" relative_energy_kj_mol=33.1 homo_lumo_gap_ev="7.338 / 7.333" e_homo_ev="-10.782 / -10.784" total_charge=+1 e_tot_ha=-5812.85488
Co -0.12 -0.57 -0.39
Cl 2.11 -0.22 -3.49
C 2.48 0.32 -1.89
C 1.70 -0.05 -0.80
C 2.23 0.23 0.44
Cl 1.34 -0.43 1.79
C 3.39 0.96 0.67
Cl 3.92 1.29 2.27
C 4.10 1.41 -0.44
Cl 5.51 2.35 -0.23
C 3.66 1.06 -1.71
Cl 4.59 1.53 -3.08
N -4.08 -1.63 0.13
C -3.93 -1.62 1.50
C -2.62 -1.38 1.73
N -1.96 -1.25 0.54
C -2.87 -1.39 -0.40
C -2.46 -1.23 -1.77
N -1.25 -0.76 -2.04
C -1.15 -0.71 -3.41
C -2.32 -1.15 -3.96
N -3.14 -1.48 -2.90
H -4.96 -1.71 -0.36
H -4.76 -1.77 2.17
H -2.11 -1.28 2.68
H -0.29 -0.33 -3.91
H -2.63 -1.25 -4.98
H -4.06 -1.86 -2.97
C -1.05 1.91 2.95
C -0.48 3.06 2.11
C -1.23 4.34 2.51
C 1.02 3.21 2.42
Si -0.80 2.68 0.27
O -0.58 1.10 -0.07
C 0.29 3.70 -0.86
C 0.71 5.01 -0.59
C 1.52 5.71 -1.48
C 1.91 5.12 -2.67
C 1.48 3.83 -2.98
C 0.68 3.14 -2.08
C -2.60 3.08 -0.11
C -3.61 2.19 0.26
C -4.95 2.48 0.04
C -5.31 3.68 -0.57
C -4.32 4.57 -0.95
C -2.98 4.28 -0.71
H -0.96 2.14 4.02
H -0.51 0.98 2.76
H -2.11 1.75 2.73
H -1.01 4.58 3.55
H -2.31 4.23 2.41
H -0.93 5.21 1.92
H 1.15 3.66 3.41
H 1.54 3.85 1.70
H 1.52 2.25 2.42
H 0.42 5.50 0.33
H 1.84 6.71 -1.25
H 2.55 5.65 -3.37
H 1.77 3.37 -3.92
H 0.35 2.14 -2.33
H -3.34 1.26 0.75
H -5.72 1.79 0.36
H -6.35 3.92 -0.74
H -4.59 5.51 -1.43
H -2.22 4.99 -1.03
C 4.05 -7.73 0.84
C 3.14 -6.54 0.76
C 2.23 -6.26 1.77
C 1.38 -5.18 1.70
C 0.43 -4.93 2.85
C 1.44 -4.33 0.57
C 0.51 -3.25 0.49
O 0.39 -2.48 -0.47
C 2.39 -4.58 -0.46
C 2.55 -3.69 -1.66
C 3.22 -5.68 -0.34
H 3.88 -8.30 1.74
H 5.09 -7.42 0.81
H 3.88 -8.39 -0.02
H 2.19 -6.91 2.64
H 0.57 -5.70 3.61
H -0.61 -4.96 2.54
H 0.62 -3.97 3.33
H -0.17 -3.12 1.35
H 2.70 -2.65 -1.37
H 1.66 -3.70 -2.29
H 3.40 -4.02 -2.25
H 3.94 -5.88 -1.12

=====

16
Properties=species:S:1:pos:R:3 method="wB97M-V/def2-TZVPD" relative_energy_kj_mol=338.2 homo_lumo_gap_ev=7.464 e_homo_ev=-6.739 e_tot_ha=-362.95671
C -1.25 1.37 -0.25
C -0.27 0.27 0.04
C -0.77 -1.14 -0.01
O -0.60 -1.85 1.24
N 0.97 0.51 -0.63
C 2.10 0.00 -0.25
O 2.12 -0.79 0.80
H -0.91 2.35 0.13
H -2.20 1.16 0.25
H -1.48 1.51 -1.32
H 1.19 -0.74 1.16
H -1.84 -1.15 -0.28
H -0.24 -1.77 -0.74
H -0.86 -1.20 1.91
H 1.00 1.22 -1.36
H 3.04 0.24 -0.72

=====

15
Properties=species:S:1:pos:R:3 method="wB97M-V/def2-TZVPD" relative_energy_kj_mol=266.0 smiles="CC1(OC=O)CC1" homo_lumo_gap_ev=10.698 e_homo_ev=-9.689 e_tot_ha=-345.70363
C -0.28 1.51 -0.22
C -0.16 0.09 0.25
O 1.13 -0.21 0.87
C 2.15 -0.36 0.02
O 2.05 -0.26 -1.21
C -0.84 -1.05 -0.44
C -1.28 -0.62 0.94
H 0.39 1.70 -1.06
H -0.05 2.21 0.59
H -1.31 1.70 -0.55
H 3.21 -0.57 -0.20
H -1.46 -0.81 -1.30
H -0.30 -1.99 -0.52
H -2.23 -0.08 1.04
H -1.03 -1.27 1.77

=====

63
Properties=species:S:1:pos:R:3 method="wB97M-V/def2-TZVPD" relative_energy_kj_mol=20.7 homo_lumo_gap_ev=5.057 e_homo_ev=-1.239 total_charge=-2 e_tot_ha=-3684.84769
Li 1.01 1.42 -0.44
O 1.43 5.46 1.09
C 2.53 5.28 1.85
C 3.03 6.38 2.56
C 4.15 6.24 3.36
C 4.79 5.00 3.46
C 4.29 3.92 2.76
C 3.16 4.03 1.95
C 2.62 2.86 1.20
O 1.59 3.06 0.46
N 3.25 1.73 1.36
N 2.63 0.71 0.65
C 3.30 -0.37 0.59
S 2.60 -1.84 -0.07
C 4.22 -2.55 -0.45
C 5.12 -2.27 0.75
S 4.95 -0.52 1.21
H 1.26 4.55 0.69
H 2.52 7.32 2.46
H 4.53 7.10 3.90
H 5.67 4.89 4.09
H 4.76 2.95 2.82
H 4.59 -2.10 -1.36
H 4.07 -3.62 -0.61
H 6.17 -2.44 0.49
H 4.85 -2.90 1.59
S -0.96 -2.23 -2.67
C 0.73 -1.94 -2.94
C 1.54 -3.14 -3.06
N 2.16 -4.10 -3.16
C 1.39 -0.75 -3.00
S 0.73 0.86 -2.81
C 2.81 -0.80 -3.26
N 3.95 -0.84 -3.46
C -6.94 -2.09 -2.94
C -5.75 -2.45 -2.05
S -5.85 -1.56 -0.51
O -5.71 -0.15 -0.81
O -7.04 -2.01 0.18
C -4.45 -2.13 0.41
C -3.10 -1.94 -0.30
N -2.15 -1.10 0.40
C -1.67 0.07 -0.07
N -0.56 0.43 0.56
C -0.29 -0.53 1.46
C -1.25 -1.50 1.38
N -1.40 -2.65 2.18
O -0.52 -2.90 2.99
O -2.43 -3.31 2.06
C -2.32 0.82 -1.17
H -6.87 -2.63 -3.88
H -6.93 -1.02 -3.16
H -7.88 -2.34 -2.45
H -4.81 -2.20 -2.53
H -5.75 -3.51 -1.79
H -4.65 -3.17 0.64
H -4.50 -1.58 1.35
H -3.21 -1.50 -1.29
H -2.63 -2.91 -0.47
H 0.56 -0.49 2.12
H -3.41 0.78 -1.09
H -1.97 0.39 -2.12
H -1.98 1.86 -1.13

=====

14
Properties=species:S:1:pos:R:3 method="wB97M-V/def2-TZVPD" relative_energy_kj_mol=278.2 homo_lumo_gap_ev="7.174 / 7.837" e_homo_ev="-14.600 / -14.497" total_charge=+1 e_tot_ha=-361.78572
C -1.87 -0.97 -0.15
C -2.32 0.18 0.57
C -0.54 -0.82 -0.59
C 1.20 0.97 -0.26
C -1.09 0.66 0.71
C 2.31 0.05 0.27
N -0.10 0.37 -0.14
O 2.15 -1.10 0.51
H -2.46 -1.87 -0.19
H -3.25 0.36 1.07
H 0.06 -1.52 -1.14
H 1.43 1.16 -1.31
H 3.27 0.58 0.37
H 1.22 1.93 0.27

=====

27
Properties=species:S:1:pos:R:3 method="wB97M-V/def2-TZVPD" relative_energy_kj_mol=620.6 smiles="C=C=C1C=CC=C[C@@]1(C=C)NSOC" homo_lumo_gap_ev=8.385 e_homo_ev=-8.117 e_tot_ha=-954.91525
C 1.44 -3.16 -0.88
C 1.49 -1.84 -0.90
C 1.59 -0.56 -0.66
C 2.57 0.32 -1.26
C 2.66 1.64 -0.91
C 1.82 2.20 0.12
C 0.73 1.56 0.52
C 0.44 0.18 0.15
C -0.01 -0.69 1.32
C 0.88 -1.21 2.12
N -0.81 0.40 -0.70
S -1.96 -0.69 -0.90
O -3.24 -0.26 0.11
C -3.99 0.87 -0.47
H 0.73 -3.65 -1.53
H 2.04 -3.68 -0.31
H 3.27 -0.14 -2.12
H 3.37 2.44 -1.28
H 1.84 3.20 0.58
H 0.10 2.15 1.17
H -0.96 -1.10 1.30
H 0.59 -2.02 2.79
H 1.93 -0.74 2.23
H -0.54 1.15 -1.31
H -3.44 1.77 -0.82
H -4.58 1.05 0.38
H -4.45 0.59 -1.44

=====

30
Properties=species:S:1:pos:R:3 method="wB97M-V/def2-TZVPD" relative_energy_kj_mol=33.0 smiles="C/C=C/C=C/N.O.O.O.O.O" homo_lumo_gap_ev=8.674 e_homo_ev=-8.013 e_tot_ha=-632.85711
C 0.99 -0.29 4.30
C 0.67 -1.26 3.20
C 0.20 -0.86 2.02
C -0.08 -1.80 0.92
C -0.30 -1.36 -0.32
N -0.73 -2.15 -1.38
H 0.75 -0.68 5.30
H 2.06 -0.06 4.29
H 0.49 0.67 4.18
H 0.82 -2.30 3.43
H -0.03 0.17 1.78
H -0.08 -2.84 1.22
H -0.30 -0.30 -0.57
H -0.56 -3.14 -1.26
H -0.46 -1.80 -2.29
O 1.19 0.74 -3.53
H 0.68 1.44 -3.03
H 1.35 1.16 -4.40
O -2.99 -0.46 0.13
H -2.64 -1.02 -0.58
H -2.59 -0.86 0.92
O 2.89 1.19 -1.36
H 2.92 0.48 -0.70
H 2.46 0.78 -2.15
O 0.25 2.60 -1.90
H 1.08 2.53 -1.40
H -0.48 2.36 -1.27
O -1.82 2.02 -0.17
H -2.52 2.68 -0.22
H -2.25 1.12 -0.11